{"formula": "C16H32IrN7SeSi", "method": "wB97M-V/def2-TZVPD", "s_squared": 6.013, "total_charge": 2, "total_energy_ha": -3806.781502, "homo_energy_ha": [-0.518, -0.528], "spin_multiplicity": 5, "species": ["H", "H", "C", "C", "C", "H", "H", "H", "C", "C", "H", "Se", "H", "C", "C", "C", "H", "C", "C", "H", "C", "H", "C", "H", "H", "H", "H", "C", "H", "C", "H", "H", "H", "N", "Si", "N", "H", "H", "N", "H", "H", "H", "N", "H", "H", "H", "H", "C", "Ir", "N", "H", "H", "C", "N", "H", "H", "H", "N"], "xyz": [[-1.146, 0.368, -2.120], [0.537, 1.485, 5.595], [2.476, 2.250, 3.095], [1.263, 0.685, 5.447], [0.225, 0.122, 2.689], [-0.640, 0.653, 3.104], [-2.741, 1.512, 0.954], [1.314, -3.766, -3.527], [-1.564, -0.449, -1.526], [2.199, -1.445, -4.336], [-1.583, -1.939, 0.677], [1.930, -0.913, -0.342], [-4.584, 0.013, 1.237], [-3.397, -1.911, -1.214], [0.423, 2.627, 0.272], [-2.642, 1.176, -0.081], [2.825, 2.224, 2.060], [2.038, -0.786, -2.230], [-3.757, 0.317, -1.981], [2.180, -2.132, -5.163], [1.665, -3.228, -2.651], [-4.728, 0.023, -2.376], [-4.456, -0.320, 0.206], [1.705, 3.019, 3.187], [2.694, 0.577, -5.082], [3.331, -0.882, 2.331], [2.122, 0.895, 6.089], [2.622, 1.629, -2.506], [-2.730, -2.775, -1.250], [3.068, -0.774, 3.385], [1.970, 1.852, -1.665], [3.663, 1.707, -2.196], [3.320, 2.566, 3.711], [-2.847, -0.833, -2.045], [1.835, 0.593, 3.677], [-3.556, -1.476, 0.173], [-3.362, 1.128, -2.594], [-0.879, -1.300, -1.538], [0.453, 3.772, 0.136], [2.425, 2.325, -3.317], [2.686, -1.731, 3.744], [-2.385, -0.749, 1.733], [-1.660, 0.030, -0.097], [0.478, 4.770, 0.019], [3.992, -0.569, 3.927], [0.061, -0.959, 2.770], [0.895, -3.238, -1.885], [2.451, -0.115, -4.296], [0.348, 0.638, 0.705], [-3.922, 0.781, -0.602], [-4.368, -2.204, -1.611], [2.573, -3.694, -2.271], [-2.277, -1.096, 0.705], [2.346, 0.279, -2.984], [0.818, -0.251, 5.787], [-2.222, 1.981, -0.688], [-5.428, -0.612, -0.189], [1.944, -1.847, -3.048]], "forces_ev_per_a": [[0.0, 0.0, 0.0], [0.0, 0.0, 0.0], [-0.1, 0.0, 0.0], [0.0, 0.0, 0.0], [-0.1, 0.0, 0.0], [0.0, 0.0, 0.0], [0.0, 0.0, 0.0], [0.0, 0.0, 0.0], [0.0, 0.0, 0.0], [0.0, 0.1, 0.0], [0.0, 0.0, 0.0], [0.0, 0.2, 0.1], [0.0, 0.0, 0.0], [0.0, -0.1, 0.0], [0.1, 0.2, -0.1], [0.0, 0.0, 0.0], [0.0, 0.0, 0.0], [-0.1, -0.1, 0.0], [0.0, 0.0, 0.0], [0.0, 0.0, 0.0], [0.0, 0.0, 0.0], [0.0, 0.0, 0.0], [-0.1, 0.0, 0.0], [0.0, 0.0, 0.0], [0.0, 0.0, 0.0], [0.0, 0.0, 0.0], [0.0, 0.0, 0.0], [0.0, 0.0, 0.0], [0.0, 0.0, 0.0], [-0.1, 0.0, 0.0], [0.1, 0.0, -0.1], [0.0, 0.0, 0.0], [0.0, 0.0, 0.0], [0.0, 0.0, 0.0], [0.0, 0.0, 0.0], [0.0, 0.0, 0.0], [0.0, 0.0, 0.0], [0.0, 0.0, 0.0], [0.0, -0.1, 0.0], [0.0, 0.0, 0.0], [0.0, 0.0, 0.0], [0.0, 0.0, 0.0], [0.0, 0.0, -0.1], [0.0, 0.0, 0.1], [0.0, 0.0, 0.0], [0.1, 0.0, 0.1], [0.0, 0.0, 0.0], [0.0, -0.1, 0.0], [0.1, -0.3, 0.0], [0.0, 0.0, 0.0], [0.0, 0.0, 0.0], [0.0, 0.0, 0.0], [0.1, 0.0, 0.0], [0.0, 0.0, 0.0], [0.0, 0.0, 0.0], [0.0, 0.0, 0.0], [0.0, 0.0, 0.0], [0.0, 0.1, 0.0]]}


{"formula": "C16H32N2O8Ti", "method": "wB97M-V/def2-TZVPD", "s_squared": 0.754, "total_charge": 1, "total_energy_ha": -2189.609789, "homo_energy_ha": [-0.322, -0.421], "spin_multiplicity": 2, "e_above_lowest_kj_mol": 0.0, "species": ["C", "H", "H", "O", "C", "H", "H", "H", "H", "C", "C", "O", "O", "H", "O", "H", "C", "H", "H", "H", "H", "O", "H", "H", "H", "H", "H", "H", "C", "C", "C", "C", "C", "C", "H", "H", "O", "O", "N", "H", "H", "C", "C", "C", "H", "H", "O", "H", "H", "C", "H", "H", "Ti", "N", "H", "H", "C", "H", "H"], "xyz": [[1.969, -1.626, 2.607], [2.025, 1.468, 1.498], [-1.373, 1.442, -2.752], [-1.447, 0.379, 1.562], [-0.574, 4.057, -2.676], [1.546, -4.647, -0.107], [-2.384, 0.367, 3.630], [-0.068, 4.987, -2.914], [1.727, -1.555, 3.668], [-1.503, 1.582, -1.676], [-2.866, 0.083, -0.346], [2.297, -0.066, -0.660], [-1.669, 0.313, -1.079], [-0.028, -3.779, -0.038], [0.803, -1.887, -1.873], [2.012, -1.654, -3.554], [1.692, -1.113, -2.660], [3.231, 0.598, 2.467], [2.319, -3.299, -1.923], [-5.679, 0.649, 1.885], [-5.336, -1.082, 2.030], [-1.050, -1.898, 0.210], [3.992, 0.857, 0.107], [3.473, -1.531, -1.497], [2.186, 3.343, -1.068], [0.221, -2.782, 2.105], [-3.756, -0.734, 3.884], [-0.595, 3.447, -3.580], [-0.270, 2.241, -1.073], [-2.600, 0.198, 1.157], [-5.006, -0.150, 1.570], [1.255, -3.236, -1.680], [2.525, 0.513, 1.637], [1.328, 4.012, -0.994], [3.510, 0.030, -2.339], [1.548, 4.937, -1.518], [1.499, -0.431, 1.947], [0.297, 1.695, -0.126], [-3.645, 0.145, 1.988], [-3.196, -0.927, -0.581], [-2.382, 2.213, -1.526], [-3.436, 0.204, 3.427], [3.253, 0.097, 0.382], [1.035, -3.689, -0.256], [3.052, -1.693, 2.492], [-5.080, -0.262, 0.494], [1.604, -2.689, 0.579], [3.774, -0.855, 0.535], [1.128, -0.231, -2.972], [2.864, -0.679, -1.812], [-1.597, 4.299, -2.384], [1.680, -3.755, 2.375], [0.027, -0.644, 0.170], [0.151, 3.393, -1.598], [1.151, 4.227, 0.059], [-4.024, 1.019, 3.851], [1.306, -2.814, 1.956], [-3.625, 0.806, -0.652], [0.711, -3.895, -2.361]], "forces_ev_per_a": [[0.0, 0.1, 0.0], [0.0, 0.0, 0.0], [0.0, 0.0, 0.0], [0.1, 0.1, 0.0], [0.0, 0.0, 0.0], [0.0, 0.0, 0.0], [0.0, 0.0, 0.0], [0.0, 0.0, 0.0], [0.0, 0.0, 0.0], [0.1, -0.1, 0.1], [-0.1, 0.0, 0.0], [0.3, 0.1, 0.1], [0.0, 0.2, -0.1], [0.0, 0.0, 0.0], [0.1, -0.1, 0.0], [0.1, 0.0, 0.0], [-0.1, 0.1, 0.0], [0.0, 0.0, 0.0], [0.0, 0.0, 0.0], [0.0, 0.0, 0.0], [0.0, 0.0, 0.0], [-0.1, -0.3, 0.0], [0.0, 0.0, 0.0], [0.0, 0.0, 0.0], [0.0, 0.0, 0.0], [0.0, 0.0, -0.1], [0.0, 0.0, 0.0], [0.0, 0.0, 0.0], [-0.2, 0.0, 0.1], [0.1, 0.2, 0.0], [0.0, 0.0, 0.0], [0.0, 0.0, -0.1], [0.0, 0.0, 0.0], [0.0, 0.0, 0.0], [0.0, 0.0, -0.1], [0.0, 0.0, 0.0], [0.0, -0.1, 0.0], [0.2, -0.1, -0.2], [-0.1, -0.1, -0.1], [0.0, 0.0, 0.0], [0.0, 0.0, 0.0], [0.0, 0.0, 0.0], [0.0, 0.0, 0.0], [0.0, 0.0, 0.0], [0.0, 0.0, 0.0], [0.0, 0.0, 0.0], [0.2, -0.1, 0.0], [0.0, 0.0, 0.0], [0.0, 0.0, 0.0], [-0.1, 0.0, 0.1], [0.0, 0.0, 0.0], [0.1, 0.1, 0.0], [-0.5, 0.2, 0.0], [0.0, 0.0, 0.0], [0.0, 0.0, 0.0], [0.0, 0.0, 0.0], [-0.1, 0.0, 0.1], [0.0, 0.0, 0.0], [0.0, 0.0, 0.0]]}


{"formula": "C16H32N2OS2", "method": "wB97M-V/def2-TZVPD", "total_energy_ha": -1609.959389, "smiles": "CC(C)CCN1CCN(C2CSCCSC2)C[C@@H]1CCO", "homo_energy_ha": -0.304, "e_above_lowest_kj_mol": 22.4, "species": ["C", "C", "H", "N", "S", "H", "H", "C", "H", "H", "H", "C", "H", "H", "H", "H", "S", "H", "C", "H", "H", "C", "H", "C", "C", "H", "H", "H", "C", "C", "H", "C", "H", "H", "H", "C", "C", "H", "H", "H", "C", "H", "C", "C", "O", "H", "H", "H", "N", "H", "H", "H", "H"], "xyz": [[-2.656, 0.162, 0.023], [0.811, -1.032, 0.803], [1.493, 0.981, -1.739], [1.560, -0.023, 0.081], [5.113, 1.026, 1.414], [-1.000, 3.389, -1.920], [-2.979, 0.737, -0.849], [-5.683, -2.259, -0.275], [-0.713, 4.786, -0.037], [7.118, 0.758, 0.252], [-1.005, 0.979, -1.851], [-0.356, 2.228, -0.212], [-6.681, 0.020, 0.785], [3.366, 0.531, -0.695], [0.487, 2.209, 0.480], [-5.580, -2.822, 0.650], [4.972, -1.697, -1.413], [-1.170, -1.273, 1.592], [2.993, -0.236, -0.007], [5.885, -1.635, 0.813], [-6.743, -2.118, -0.474], [0.899, 0.260, -1.176], [-1.267, 2.438, 0.357], [3.607, -0.003, 1.377], [6.121, -1.124, -0.119], [0.706, -1.960, 0.217], [7.098, -1.464, -0.464], [5.774, 0.859, -0.894], [-4.974, -0.910, -0.158], [3.367, -1.620, -0.564], [-5.179, 0.914, 0.999], [-3.477, -1.129, 0.084], [2.907, 0.565, 1.990], [0.761, 3.182, -1.808], [-5.258, -2.848, -1.084], [-0.488, 0.850, -0.892], [-5.611, -0.082, 0.955], [3.832, -0.942, 1.886], [-3.343, -1.613, 1.052], [0.770, -0.647, -1.790], [-0.585, -0.492, 1.101], [-0.507, 0.365, 1.790], [6.117, 0.387, 0.028], [-0.147, 3.353, -1.225], [0.039, 4.607, -0.614], [-3.086, -1.800, -0.682], [-2.844, 0.770, 0.922], [1.320, -1.262, 1.740], [-1.244, -0.138, -0.140], [-5.097, -0.373, -1.106], [-5.464, -0.567, 1.918], [2.659, -1.908, -1.341], [3.360, -2.381, 0.218]], "forces_ev_per_a": [[0.0, -0.4, 0.0], [-0.2, 0.1, 0.2], [0.1, 0.0, 0.0], [-0.2, 0.1, -0.1], [0.0, 0.0, -0.1], [0.1, -0.1, 0.0], [0.0, 0.1, 0.0], [0.1, 0.3, -0.1], [0.1, 0.0, -0.1], [0.0, 0.0, 0.0], [0.0, 0.0, 0.0], [0.0, 0.0, -0.3], [-0.1, 0.0, 0.0], [0.0, -0.1, 0.1], [-0.1, 0.1, 0.1], [0.0, -0.1, 0.1], [0.0, -0.1, 0.2], [0.0, 0.0, 0.1], [0.0, 0.0, 0.1], [0.1, 0.0, 0.1], [-0.1, 0.0, 0.0], [-0.2, 0.1, -0.1], [0.0, 0.0, 0.1], [0.6, 0.1, 0.0], [-0.3, -0.1, -0.4], [0.0, 0.0, 0.1], [0.0, 0.0, 0.1], [0.1, -0.1, 0.0], [0.0, -0.2, 0.3], [0.4, 0.1, -0.2], [0.0, 0.1, 0.1], [-0.2, 0.4, -0.2], [0.0, 0.0, 0.0], [-0.1, 0.0, 0.0], [0.0, -0.1, -0.1], [0.2, 0.2, -0.1], [0.1, 0.0, -0.3], [-0.1, 0.0, 0.0], [0.0, -0.1, 0.1], [0.0, 0.1, 0.0], [0.2, -0.2, 0.0], [0.0, 0.0, 0.0], [-0.3, 0.3, 0.4], [-0.2, -0.4, 0.0], [0.0, 0.4, 0.2], [0.0, 0.0, 0.0], [0.0, 0.1, -0.1], [0.0, 0.0, 0.0], [0.0, 0.0, 0.0], [0.0, 0.0, 0.0], [0.0, -0.1, 0.2], [0.0, -0.1, 0.0], [-0.1, 0.0, 0.0]]}


{"formula": "C16H32NO2P2SiSn", "method": "wB97M-V/def2-TZVPD", "total_charge": 3, "total_energy_ha": -2019.534381, "homo_energy_ha": -0.644, "e_above_lowest_kj_mol": 0.0, "species": ["C", "H", "C", "H", "H", "H", "C", "H", "Sn", "O", "C", "C", "H", "C", "P", "P", "H", "H", "C", "H", "C", "H", "H", "H", "H", "H", "Si", "C", "H", "H", "C", "H", "H", "C", "O", "C", "H", "H", "N", "H", "H", "C", "H", "H", "H", "H", "C", "C", "H", "H", "H", "C", "H", "H", "H"], "xyz": [[-3.163, 1.780, 0.268], [3.386, 0.515, 1.246], [1.671, 2.256, -3.792], [2.994, 1.985, -1.076], [-1.573, 2.223, -4.762], [-2.649, 2.741, 0.129], [-1.490, -0.743, 5.374], [3.915, -1.513, -2.260], [-0.017, -0.120, -0.262], [-1.594, -3.512, -5.512], [2.891, -1.695, -1.899], [2.702, 1.178, -1.769], [0.000, 1.891, 6.700], [-3.502, -0.912, -0.821], [-2.394, 0.513, -0.772], [2.428, -0.338, -0.795], [-1.443, -1.783, 5.025], [-2.817, 0.704, -3.108], [1.528, -0.754, 5.423], [-3.765, -1.146, 0.222], [-0.683, 2.137, -4.155], [1.490, -1.789, 5.057], [3.548, 0.988, -2.446], [1.570, -0.785, 6.520], [-2.483, -3.259, -5.816], [2.458, -0.301, 5.055], [0.032, 0.220, 4.841], [0.079, 0.422, 3.011], [2.678, 2.571, -4.056], [-0.879, 2.477, 5.267], [-2.252, 1.310, -2.412], [-0.056, -4.809, -1.962], [-2.779, 2.279, -2.339], [0.098, 0.509, 1.777], [0.297, -5.405, -1.271], [-0.837, 1.587, -2.886], [-2.407, -0.293, 4.970], [-3.046, 1.442, 1.311], [0.243, 1.320, -2.121], [-1.222, -2.683, -5.183], [2.850, -2.634, -1.324], [1.487, 1.583, -2.588], [-0.170, -5.127, -0.465], [-1.570, -0.758, 6.470], [-4.230, 1.902, 0.029], [0.894, 2.491, 5.281], [3.601, -0.332, 0.575], [0.009, 1.927, 5.603], [-4.418, -0.681, -1.382], [2.199, -1.754, -2.753], [4.625, -0.258, 0.171], [0.578, 2.509, -4.613], [-2.989, -1.778, -1.269], [3.477, -1.280, 1.125], [0.702, 2.982, -5.580]], "forces_ev_per_a": [[0.9, -0.1, 0.9], [0.2, -0.3, -0.2], [0.1, -0.2, 0.3], [-0.1, -0.2, -0.2], [0.0, 0.3, -0.2], [-0.1, -0.3, 0.1], [-0.2, 0.0, -0.8], [-0.3, -0.1, 0.2], [0.5, 2.2, 2.0], [-0.4, 0.6, 0.3], [-0.5, -0.3, 0.1], [-0.7, 0.5, 0.2], [0.0, -0.2, -0.3], [0.3, -0.4, 0.1], [-1.7, 0.1, -0.9], [1.7, -0.7, -1.0], [0.0, 0.2, 0.1], [0.0, -0.2, -0.4], [0.2, 0.0, -0.7], [0.0, 0.0, -0.3], [0.0, -0.3, 0.2], [0.0, 0.2, 0.1], [-0.2, 0.0, 0.3], [-0.1, 0.1, -0.3], [0.4, -0.3, 0.0], [-0.1, -0.1, 0.2], [0.0, -0.4, 3.0], [0.0, -0.1, -2.1], [-0.2, -0.2, -0.2], [0.2, 0.0, 0.2], [0.4, 0.2, 0.5], [0.2, -0.7, 0.3], [0.1, -0.4, 0.1], [-0.1, -0.6, -0.9], [-0.3, 1.2, 0.0], [0.3, 0.2, -0.7], [0.1, -0.1, 0.2], [-0.2, 0.4, -0.2], [-0.1, -0.7, 0.5], [0.0, -0.2, -0.3], [0.1, 0.2, -0.3], [0.0, 0.5, -0.3], [0.2, -0.5, -0.3], [0.2, 0.1, -0.3], [0.3, -0.3, -0.2], [-0.2, 0.0, 0.2], [-0.7, 0.0, 0.6], [0.0, 0.3, -0.6], [0.2, 0.0, 0.1], [0.3, 0.0, 0.2], [-0.4, 0.0, 0.0], [-0.2, -0.1, 0.4], [-0.3, 0.2, 0.1], [0.2, 0.3, -0.1], [0.0, 0.0, 0.0]]}